# 1
Formula: C6H33NO9
Source: OMol25
Level of theory: ωB97M-V with the def2-TZVPD basis set

Values from the calculation:
LUMO level	0.06	eV
orbital gap	9.4	eV
energy above the lowest of the compared OMol25 structures with the same formula, charge and spin	72.3	kcal per mole

Positions of all 49 atoms, in Å:
C  -0.963  -0.941  0.072
N  0.451  -1.134  0.490
C  0.628  -2.139  1.579
C  1.828  -3.055  1.418
C  -1.016  -0.657  -1.424
C  -2.234  0.473  -3.294
C  -2.339  -0.051  -1.854
H  -1.541  -1.825  0.355
H  -1.320  -0.093  0.667
H  0.965  -1.427  -0.351
H  0.811  -1.549  2.477
H  -0.319  -2.679  1.670
H  2.560  -2.651  0.685
H  1.528  -3.982  0.965
H  2.515  -3.155  2.252
H  -0.726  -1.601  -1.876
H  -0.259  0.105  -1.609
H  -1.744  -0.179  -4.017
H  -3.191  0.807  -3.673
H  -1.498  1.293  -3.279
H  -2.645  0.750  -1.191
H  -3.119  -0.821  -1.916
H  0.957  -3.005  -3.873
H  1.595  -1.820  -3.178
O  0.732  -2.183  -3.432
H  1.018  0.356  -0.351
H  2.432  0.660  0.034
O  1.703  1.026  -0.496
H  1.476  0.948  2.901
H  0.693  -0.090  2.067
O  0.963  0.140  2.962
H  1.555  2.456  0.723
H  1.272  3.968  0.403
O  0.994  3.216  0.940
H  3.974  1.051  1.979
H  3.611  -0.465  1.499
O  3.307  0.450  1.639
H  -2.027  1.489  0.643
H  -1.161  2.534  0.149
O  -2.029  2.158  -0.065
H  -1.717  2.092  3.131
H  -0.411  1.266  2.652
O  -1.342  1.474  2.492
H  2.711  -0.046  -3.589
H  2.018  0.448  -2.332
O  2.611  -0.268  -2.651
H  -4.015  0.590  1.565
H  -4.356  -0.858  1.458
O  -4.354  -0.047  0.928

---

# 2
Formula: C37H27F4IrN8O5S
Source: OMol25
Level of theory: ωB97M-V with the def2-TZVPD basis set

Values from the calculation:
LUMO level (alpha / beta)	-4.20 / -4.19	eV
orbital gap (alpha / beta)	5.4 / 6.6	eV
⟨S²⟩	0.795
multiplicity	2
energy above the lowest of the compared OMol25 structures with the same formula, charge and spin	0.0	kcal per mole
charge	+1

Positions of all 83 atoms, in Å:
Ir  -0.004  0.363  -0.553
N  -2.745  2.330  2.273
C  -2.244  1.733  1.195
N  -0.987  1.428  1.054
C  -0.069  1.751  2.047
N  1.208  1.548  1.907
N  1.523  1.018  0.655
C  2.741  1.135  0.289
C  3.274  0.770  -1.038
C  4.532  1.248  -1.348
C  5.043  1.102  -2.628
C  4.277  0.471  -3.589
C  3.053  -0.049  -3.222
N  2.586  0.072  -1.976
C  -0.577  2.345  3.280
C  0.251  2.638  4.370
C  -0.281  3.195  5.510
C  -1.648  3.477  5.583
C  -2.481  3.199  4.522
C  -1.938  2.630  3.372
H  -3.731  2.542  2.301
H  -2.928  1.500  0.386
H  3.434  1.632  0.960
H  5.087  1.778  -0.587
H  6.020  1.494  -2.873
H  4.613  0.366  -4.610
H  2.407  -0.586  -3.901
H  1.307  2.423  4.289
H  0.361  3.422  6.351
H  -2.060  3.922  6.479
H  -3.539  3.424  4.570
C  0.441  -3.457  1.994
S  0.567  -1.677  1.977
O  -0.185  -1.316  0.707
C  -0.571  -1.315  3.294
C  -1.934  -1.304  3.027
C  -2.810  -1.034  4.067
C  -2.321  -0.775  5.343
C  -0.955  -0.782  5.589
C  -0.067  -1.051  4.557
H  -0.610  -3.736  1.990
H  0.944  -3.826  2.887
H  0.937  -3.817  1.096
H  -2.289  -1.501  2.022
H  -3.877  -1.040  3.885
H  -3.010  -0.570  6.151
H  -0.580  -0.575  6.583
H  1.002  -1.048  4.734
F  2.735  -7.867  -3.201
C  1.481  -7.398  -3.332
F  0.699  -8.157  -2.540
F  1.098  -7.615  -4.597
C  1.400  -5.945  -2.955
C  0.666  -5.049  -3.726
C  0.606  -3.719  -3.373
C  1.300  -3.252  -2.227
C  2.005  -4.194  -1.431
C  2.058  -5.515  -1.801
C  1.307  -1.913  -1.911
C  1.343  -0.654  -1.620
H  0.140  -5.399  -4.603
H  0.019  -3.018  -3.952
H  2.532  -3.848  -0.551
H  2.618  -6.226  -1.208
F  -4.334  3.319  -0.843
C  -3.537  3.269  -1.927
C  -2.303  3.762  -1.886
N  -1.455  3.721  -2.968
C  -0.057  4.045  -2.766
C  0.676  2.916  -2.043
O  1.891  2.832  -2.084
O  -0.157  2.136  -1.439
C  -1.825  3.096  -4.148
O  -1.066  2.950  -5.080
N  -3.133  2.652  -4.170
C  -4.067  2.639  -3.134
O  -5.166  2.162  -3.259
H  -1.911  4.220  -0.988
H  0.017  4.964  -2.183
H  0.429  4.196  -3.726
H  -3.417  2.192  -5.023
N  -2.285  -0.584  -2.504
C  -1.471  -0.214  -1.774

---

# 3
Formula: C11H28Cl10O8P2
Source: OMol25
Level of theory: ωB97M-V with the def2-TZVPD basis set

Values from the calculation:
LUMO level	0.24	eV
orbital gap	11.0	eV

Positions of all 59 atoms, in Å:
C  2.410  2.814  -2.660
Cl  1.658  1.869  -4.019
Cl  3.955  3.629  -3.209
H  1.774  3.506  -2.238
H  2.762  2.090  -1.902
C  -1.576  5.323  -2.043
Cl  -2.469  6.900  -2.087
Cl  0.109  5.434  -1.416
H  -2.111  4.632  -1.362
H  -1.586  5.029  -3.143
C  -5.040  2.691  -3.583
Cl  -5.052  3.205  -1.843
Cl  -5.223  3.979  -4.753
H  -4.092  2.154  -3.652
H  -5.798  1.942  -3.780
C  -0.460  1.735  0.434
Cl  -1.287  3.251  1.124
Cl  -0.385  1.726  -1.297
H  0.568  1.693  0.859
H  -1.021  0.846  0.659
C  0.475  1.979  4.014
Cl  -0.666  0.564  3.699
Cl  -0.181  3.186  5.159
H  1.330  1.613  4.433
H  0.504  2.440  3.000
C  5.248  -0.770  1.047
O  4.017  -1.375  0.904
P  2.646  -0.594  1.228
O  2.887  0.487  2.192
O  1.670  -1.777  1.535
C  1.991  -2.700  2.629
O  2.016  0.006  -0.128
C  1.555  -0.843  -1.209
H  5.444  -0.121  1.900
H  5.593  -0.295  0.115
H  5.956  -1.621  1.166
H  3.025  -2.835  2.692
H  1.443  -3.596  2.245
H  1.593  -2.303  3.560
H  1.477  -0.243  -2.057
H  0.566  -1.225  -1.032
H  2.331  -1.592  -1.339
C  -1.235  -4.888  1.913
O  -1.597  -3.552  1.726
P  -1.852  -3.000  0.289
O  -3.086  -3.412  -0.379
O  -0.511  -3.327  -0.419
C  -0.511  -3.712  -1.813
O  -1.800  -1.437  0.542
C  -2.994  -0.642  0.680
H  -1.327  -5.057  3.021
H  -0.246  -5.097  1.527
H  -1.891  -5.645  1.452
H  0.387  -3.258  -2.303
H  -1.469  -3.498  -2.317
H  -0.305  -4.813  -1.862
H  -3.847  -1.281  0.373
H  -2.889  0.175  -0.010
H  -2.880  -0.389  1.738

---

# 4
Formula: C16H25MgO5PTe
Source: OMol25
Level of theory: ωB97M-V with the def2-TZVPD basis set

Values from the calculation:
LUMO level	0.16	eV
orbital gap	7.4	eV
energy above the lowest of the compared OMol25 structures with the same formula, charge and spin	8.4	kcal per mole

Positions of all 49 atoms, in Å:
Mg  -0.764  -0.125  -0.018
O  -2.688  -2.693  1.898
C  -2.467  -1.557  1.293
O  -2.149  -1.517  0.090
C  -3.106  -0.355  1.954
O  -2.310  0.801  1.788
C  -1.400  1.011  2.877
C  -0.358  -0.096  2.974
O  0.444  -0.122  3.878
O  -0.448  -0.936  1.977
H  -2.315  -3.400  1.347
H  -3.341  -0.545  3.001
H  -4.030  -0.182  1.397
H  -1.951  1.104  3.814
H  -0.894  1.954  2.673
Te  0.009  1.787  -1.636
C  -1.845  2.708  -2.072
C  -1.851  3.927  -2.745
C  -3.051  4.558  -3.055
C  -4.261  3.984  -2.694
C  -4.263  2.769  -2.023
C  -3.067  2.136  -1.717
H  -0.915  4.392  -3.030
H  -3.035  5.505  -3.579
H  -5.194  4.477  -2.934
H  -5.200  2.306  -1.739
H  -3.098  1.182  -1.204
C  2.238  -2.665  -2.363
C  2.724  -1.472  -1.541
P  1.730  -1.263  -0.022
C  2.142  -2.732  0.991
C  3.632  -3.005  1.171
C  2.560  0.112  0.915
C  3.713  0.820  0.206
H  2.728  -2.697  -3.336
H  1.161  -2.615  -2.536
H  2.449  -3.612  -1.861
H  2.608  -0.553  -2.118
H  3.785  -1.576  -1.307
H  1.647  -3.597  0.543
H  1.648  -2.558  1.949
H  4.115  -3.277  0.231
H  3.792  -3.830  1.867
H  4.157  -2.136  1.574
H  2.885  -0.297  1.873
H  1.795  0.851  1.162
H  4.543  0.139  0.009
H  4.092  1.634  0.825
H  3.403  1.255  -0.745